A structure of composition C23H52O4OsP4 in a non-equilibrium geometry, computed with ωB97M-V/def2-TZVPD.

```
! RIJCOSX wB97M-V def2-TZVPD def2/J DEFGRID3
* xyz 4 5
Os 0.0623 -0.0349 0.0119
P -1.5452 1.5880 -0.5936
P 1.0266 -2.0395 0.9155
P 1.7516 1.0006 -1.2353
P 0.4464 0.9928 2.0053
O 0.7636 -2.3772 2.4854
O 0.6588 -3.4057 0.1406
O -0.2586 -1.1427 -1.7583
O 2.6403 -1.8611 0.7804
C -3.9088 -4.1453 -6.0591
C -0.4710 -5.4445 -0.4064
C 2.7134 2.3203 -0.3908
C -4.8832 -4.5146 -5.2207
C 1.9964 0.4527 2.8285
C -2.4783 -2.0649 -1.5904
C -2.9928 1.6103 0.5370
C -2.4643 -2.2106 -4.3586
C -2.2988 1.4419 -2.2576
C -0.8279 0.3900 3.1672
C 2.3950 -3.8622 3.6719
C 4.8943 -2.2630 1.4407
C 0.4750 2.7914 2.3446
C -3.6674 -2.2959 -2.2748
C -1.0527 3.3663 -0.6256
C 1.2250 1.7197 -2.8356
C -1.2891 -1.7434 -2.3018
C -0.5915 -4.1622 0.3625
C 3.7114 -2.8903 0.7473
C -3.6778 -2.2208 -3.6603
C -1.2697 -2.0037 -3.6976
C 3.0272 -0.1735 -1.7981
C 0.9702 -3.6802 3.2436
H 2.4117 -4.3519 4.6511
H 2.1200 1.9707 -3.4257
H -1.4390 -3.5805 -0.0080
H -4.6242 -2.2932 -4.2013
H 0.2796 -3.5671 4.0834
H 3.3523 -3.7950 1.2574
H -2.7740 2.1481 1.4697
H -0.6965 0.8937 4.1337
H -2.9660 0.5730 -2.3100
H -0.3216 -1.9020 -4.2209
H 1.8313 -0.5261 3.2963
H 1.4312 3.0747 2.8056
H 2.1042 3.2186 -0.2267
H 2.9321 -4.5278 2.9900
H 2.9084 -2.9032 3.7666
H 2.5447 -1.1049 -2.1154
H -1.8346 0.5944 2.7843
H 0.6186 2.6266 -2.7120
H -1.5257 1.3320 -3.0278
H -3.2866 0.5825 0.7835
H 0.6344 -4.5193 2.6228
H 3.5761 2.5958 -1.0171
H -1.3280 3.8524 0.3194
H -0.3988 -5.2504 -1.4836
H -2.8794 2.3508 -2.4704
H -0.7627 -4.3300 1.4339
H -3.9975 -3.2139 -6.6289
H -4.5684 -2.5346 -1.7056
H -4.8485 -5.4352 -4.6346
H 0.6478 0.9619 -3.3840
H 2.2558 1.1841 3.6061
H 5.7150 -2.9774 1.5706
H -1.3713 -6.0449 -0.2374
H 3.9146 -3.1161 -0.3063
H -1.5170 -0.4357 0.1950
H 3.0889 1.9660 0.5796
H 2.8351 0.3626 2.1257
H -3.8347 2.0924 0.0221
H 3.7219 -0.3876 -0.9793
H -5.7897 -3.9077 -5.1202
H -0.3328 3.0497 3.0433
H -0.7026 -0.6913 3.3005
H -2.4552 -2.4185 -5.4262
H -1.6012 3.8656 -1.4382
H 0.3503 3.3945 1.4423
H -2.4785 -2.0113 -0.5032
H 3.5817 0.2479 -2.6481
H 5.2920 -1.4176 0.8614
H -3.0233 -4.7539 -6.2610
H 0.0205 3.5082 -0.8071
H 4.6042 -1.9005 2.4341
H 0.4009 -6.0263 -0.0900
*
```

## Properties
- HOMO energy (spin up / spin down) (eV) = -19.9 / -20.2
- relative energy (zero: lowest compared OMol25 entry of this formula, charge and spin) (eV) = 0.9545